Formula: C18H20Cl2RbSSi
Source: the Open Molecules 2025 dataset
Level of theory: ωB97M-V/def2-TZVPD

Calculated values
highest occupied orbital energy = -4.009 eV
total charge = -1
energy = -2330.091671 Ha
energy above the lowest of the compared OMol25 structures with the same formula, charge and spin = 56.23 kJ/mol

Positions of all 43 atoms, in Å:
1 Rb 0.068 0.404 -0.137
2 C -1.016 -1.091 4.045
3 C 0.112 -1.490 3.139
4 C 1.318 -0.799 3.141
5 C 2.366 -1.200 2.330
6 C 2.219 -2.302 1.503
7 C 1.021 -3.000 1.489
8 C -0.026 -2.593 2.300
9 H -1.975 -1.309 3.578
10 H -0.968 -0.029 4.287
11 H -0.962 -1.658 4.977
12 H 1.442 0.058 3.790
13 H 3.300 -0.656 2.352
14 H 3.044 -2.627 0.883
15 H 0.904 -3.873 0.860
16 H -0.957 -3.139 2.288
17 Cl -1.014 1.584 -2.567
18 C -2.597 1.319 -3.203
19 C -2.998 2.126 -4.246
20 C -4.245 1.952 -4.825
21 C -5.077 0.953 -4.341
22 C -4.670 0.166 -3.287
23 Cl -5.769 -1.052 -2.732
24 C -3.416 0.309 -2.648
25 S -2.961 -0.662 -1.332
26 H -2.318 2.889 -4.597
27 H -4.569 2.579 -5.644
28 H -6.050 0.779 -4.779
29 C 1.678 6.324 -1.774
30 Si 2.876 4.838 -1.556
31 C 4.253 5.457 -0.372
32 C 3.698 4.670 -3.284
33 C 2.239 3.301 -0.793
34 C 1.993 2.302 -0.119
35 H 2.221 7.214 -2.089
36 H 1.165 6.555 -0.844
37 H 0.912 6.119 -2.517
38 H 4.754 6.364 -0.704
39 H 5.001 4.679 -0.249
40 H 3.830 5.640 0.612
41 H 4.203 5.593 -3.569
42 H 2.967 4.437 -4.053
43 H 4.432 3.870 -3.288

=====

Formula: C18H20ClFN4O2
Source: the Open Molecules 2025 dataset
Level of theory: ωB97M-V/def2-TZVPD

Calculated values
highest occupied orbital energy = -8.623 eV
total charge = 0
energy = -1627.416294 Ha
SMILES string = COc1cc/c(=N\C(=O)CC2CN(Cc3ccc(F)c(C)c3Cl)C2)[nH]n1
energy above the lowest of the compared OMol25 structures with the same formula, charge and spin = 39.79 kJ/mol

Positions of all 46 atoms, in Å:
1 C -3.467 -6.953 2.113
2 O -3.356 -5.529 2.112
3 C -2.118 -5.032 1.972
4 C -2.008 -3.600 1.994
5 C -0.796 -3.041 1.864
6 C 0.379 -3.881 1.698
7 N 1.627 -3.545 1.646
8 C 2.102 -2.323 1.220
9 O 3.214 -1.941 1.522
10 C 1.312 -1.492 0.206
11 C 1.080 -0.082 0.713
12 C 2.281 0.870 0.847
13 N 1.427 1.961 0.334
14 C 2.041 2.908 -0.575
15 C 1.001 3.861 -1.110
16 C 0.321 4.669 -0.202
17 C -0.661 5.549 -0.611
18 C -0.964 5.612 -1.957
19 F -1.926 6.476 -2.348
20 C -0.338 4.839 -2.918
21 C -0.708 4.942 -4.369
22 C 0.647 3.964 -2.450
23 Cl 1.440 2.966 -3.644
24 C 0.513 0.968 -0.261
25 N 0.096 -5.213 1.700
26 N -1.104 -5.812 1.846
27 H -4.525 -7.162 2.234
28 H -3.100 -7.366 1.174
29 H -2.895 -7.380 2.936
30 H -2.906 -3.015 2.141
31 H -0.661 -1.971 1.923
32 H 1.935 -1.448 -0.691
33 H 0.370 -1.960 -0.086
34 H 0.504 -0.084 1.642
35 H 2.712 1.033 1.834
36 H 3.080 0.592 0.147
37 H 2.794 3.473 -0.018
38 H 2.560 2.398 -1.397
39 H 0.572 4.583 0.847
40 H -1.192 6.182 0.086
41 H -1.068 3.983 -4.744
42 H -1.484 5.688 -4.516
43 H 0.161 5.215 -4.969
44 H 0.778 0.724 -1.301
45 H -0.548 1.220 -0.210
46 H 0.881 -5.842 1.627

=====

no.,Kohn-Sham gap (eV)
1,6.092
2,8.322